DFT (ωB97M-V/def2-TZVPD) results for a 8-piece molecular cluster, C8H32O8 overall at a distorted geometry.

Structure (XYZ):
```
48
Properties=species:S:1:pos:R:3:forces:R:3
C 1.19331 3.71445 -2.46464 1.1 0.1 0.7
O 1.23571 4.58048 -3.57109 -0.8 0.0 -1.1
H 0.40636 2.96096 -2.49737 -0.3 0.5 -0.5
H 2.13091 3.15974 -2.42881 0.2 -0.2 0.2
H 1.09880 4.26666 -1.52964 -0.2 -0.1 0.1
H 1.70554 5.40501 -3.42613 0.0 -0.3 0.5
C 3.53961 -0.23527 -1.96303 -0.1 -0.6 -0.1
O 2.98963 0.59120 -0.94436 -0.3 0.0 0.2
H 2.84719 -0.29500 -2.80272 0.1 0.5 0.0
H 4.52389 0.12994 -2.25610 -0.1 0.0 -0.3
H 3.62914 -1.27046 -1.63370 0.1 -0.1 0.2
H 3.54729 0.49442 -0.16896 0.1 0.1 0.0
C 1.17196 -4.86972 -1.20651 -1.1 -0.7 -1.3
O 0.57969 -3.65881 -0.78420 0.4 -0.6 0.3
H 0.39106 -5.61345 -1.36507 -0.3 0.0 0.4
H 1.55034 -4.76625 -2.22348 0.7 0.1 0.0
H 1.89854 -5.35157 -0.55228 0.2 0.5 0.2
H 1.28938 -3.22440 -0.30543 -0.1 0.7 0.3
C -2.74131 2.48664 2.22670 -0.3 0.0 0.5
O -3.11760 2.40829 3.61689 0.4 0.3 -0.9
H -2.13743 3.37730 2.05300 -0.2 0.0 0.0
H -2.15204 1.62885 1.90259 0.2 -0.1 0.2
H -3.63271 2.49273 1.59944 0.0 0.3 -0.2
H -3.19244 1.46772 3.79391 -0.1 -0.2 0.4
C 2.95483 -3.66250 1.88246 -1.1 0.4 0.1
O 2.44665 -2.59706 1.00671 0.8 -1.2 0.4
H 3.98549 -3.55213 2.21958 0.0 0.3 -0.3
H 2.28957 -3.74707 2.74175 0.1 0.3 0.3
H 2.83224 -4.64033 1.41672 0.2 0.4 -0.6
H 2.75946 -1.73367 1.28657 0.1 -0.1 0.2
C -2.53778 2.38934 -2.17969 0.6 -0.2 -1.0
O -1.94920 2.87184 -1.00072 -0.8 0.5 0.1
H -1.88616 2.57432 -3.03367 0.5 -0.2 -0.2
H -2.68291 1.31101 -2.11461 -0.4 -0.1 -0.1
H -3.43301 2.90607 -2.52559 -0.4 0.0 1.0
H -1.29095 2.22179 -0.74432 0.5 0.1 0.2
C -0.36711 -0.04661 0.03906 -0.2 -1.3 -0.3
O 0.16503 1.21009 -0.21507 0.4 1.0 0.6
H -1.07759 -0.10895 0.86335 -0.1 0.5 0.1
H -0.85266 -0.35563 -0.88659 -0.2 -0.6 0.2
H 0.44755 -0.72368 0.29597 -0.2 -0.4 -0.2
H 1.11254 1.05587 -0.22067 0.3 0.6 -0.4
C -3.73217 -0.88813 2.66434 -0.9 0.0 -0.9
O -3.19991 -0.38378 3.82176 1.5 0.7 1.9
H -3.89604 -0.02325 2.02151 -0.3 -0.2 -0.2
H -3.04307 -1.54903 2.13854 -0.2 -0.4 0.0
H -4.67983 -1.32616 2.97766 -0.2 -0.5 -1.0
H -3.11979 -1.08180 4.47593 0.1 0.1 0.1
```
Forces are in eV/Å.

Results
Lowest unoccupied orbital energy, eV: -0.08
HOMO-LUMO gap, eV: 9.3137
E_tot, Eh: -925.74119
Molecular weight, g/mol: 256.3
SMILES string: CO.CO.CO.CO.CO.CO.CO.CO
Energy relative to the best compared isomer or geometry (same formula, charge and spin), eV: 4.098

Mulliken population analysis, charges in e, atoms 1 to 2: -0.261 -0.555